(1)
Molecular formula: C6H9N
Method: DFT, the ωB97M-V functional and the def2-TZVPD basis

Geometry as XYZ:
```
16
Properties=species:S:1:pos:R:3:mulliken_charge:R:1
C 2.137 -0.669 0.524 -0.812
N 0.889 -0.269 -0.116 -0.325
C -0.077 0.501 0.653 -0.157
C -0.889 1.453 -0.214 -0.857
C -1.619 0.506 -1.146 -0.340
C -1.386 -0.776 -0.864 -0.659
C -0.388 -0.896 0.249 -0.041
H 2.219 -1.758 0.593 0.301
H 2.993 -0.322 -0.074 0.251
H 2.231 -0.235 1.525 0.302
H 0.135 0.746 1.696 0.459
H -0.209 2.124 -0.753 0.247
H -1.594 2.072 0.357 0.348
H -2.208 0.864 -1.985 0.374
H -1.790 -1.622 -1.412 0.407
H -0.443 -1.718 0.966 0.503
```

The value obtained for the max |F| is 0.4 eV/Å. Its total charge is 0. The value obtained for the energy is -288.7058 hartree. The SMILES is CN1[C@@H]2C=CC[C@@H]21. The energy above the lowest of the compared OMol25 structures with the same formula, charge and spin is 2.073 eV. The calculation puts the HOMO energy at -8.74 eV. The value obtained for the frontier orbital gap is 0.3656 Eh.

(2)
Molecular formula: C41H69IN6O3
Method: DFT, the ωB97M-V functional and the def2-TZVPD basis

Geometry as XYZ:
```
120
Properties=species:S:1:pos:R:3:mulliken_charge:R:1
C 10.822 -2.882 2.339 -0.970
C 9.607 -2.350 1.361 -0.241
C 8.891 -1.067 2.144 -0.617
C 7.831 -0.378 1.056 -0.457
C 7.510 1.188 1.490 -0.397
C 6.145 1.109 2.453 -0.008
C 4.848 1.252 1.432 -0.479
C 3.462 1.388 2.301 -0.654
C 2.256 0.354 1.788 -0.266
C 1.151 1.071 0.811 -0.713
C -0.355 1.204 1.431 -0.116
C -0.982 -0.159 2.085 -0.460
C -1.650 -1.209 1.001 -0.196
C -2.437 -2.350 1.935 0.525
C -3.751 -2.228 2.657 -0.481
I -5.114 -0.466 2.695 0.100
C -4.178 -3.547 3.534 0.585
O -5.256 -3.777 4.311 -0.466
O -3.038 -4.453 3.210 -0.268
C -1.991 -3.889 2.309 0.248
O -0.896 -4.570 1.945 -0.513
H 11.222 -3.890 1.848 0.299
H 10.429 -3.040 3.441 0.271
H 11.725 -2.115 2.410 0.234
H 10.065 -1.931 0.351 0.092
H 8.823 -3.216 1.152 0.325
H 9.683 -0.295 2.531 0.318
H 8.261 -1.549 3.017 0.310
H 8.310 -0.353 -0.015 -0.014
H 6.804 -0.986 1.085 0.278
H 8.414 1.687 2.049 0.342
H 7.168 1.828 0.545 0.295
H 6.170 0.034 2.929 0.252
H 6.142 1.910 3.307 -0.430
H 4.825 0.331 0.710 0.237
H 4.986 2.227 0.759 0.231
H 3.031 2.480 2.327 0.314
H 3.732 1.094 3.428 0.289
H 2.824 -0.450 1.111 0.160
H 1.826 -0.123 2.767 0.232
H 1.079 0.593 -0.276 0.327
H 1.541 2.182 0.631 0.316
H -0.489 2.110 2.197 0.307
H -1.069 1.488 0.513 0.012
H -1.870 0.188 2.793 0.270
H -0.253 -0.772 2.765 0.233
H -0.783 -1.772 0.427 0.297
H -2.394 -0.675 0.245 0.082
C -6.154 1.548 -1.680 -0.917
C -6.155 2.593 -0.568 -0.297
C -5.033 3.622 -0.718 -0.408
C -3.685 2.923 -0.672 0.305
N -2.566 2.342 -0.634 -0.649
H -5.233 0.956 -1.677 0.342
H -6.988 0.852 -1.548 0.318
H -6.256 2.022 -2.663 0.077
H -6.065 2.082 0.398 0.130
H -7.120 3.112 -0.569 0.347
H -5.085 4.356 0.094 0.296
H -5.128 4.160 -1.667 0.276
C -8.461 1.209 -6.360 -1.094
C -8.111 2.572 -6.947 -0.513
C -7.114 3.352 -6.089 -0.343
C -7.705 3.598 -4.710 0.253
N -8.196 3.802 -3.567 -0.540
H -8.950 1.302 -5.385 0.373
H -9.153 0.677 -7.020 0.289
H -7.563 0.592 -6.238 0.340
H -9.033 3.154 -7.067 0.307
H -7.688 2.430 -7.948 0.300
H -6.885 4.315 -6.559 0.322
H -6.177 2.794 -5.984 0.295
C 6.440 3.682 7.873 -1.132
C 6.783 4.726 6.814 -0.504
C 6.776 4.158 5.394 -0.231
C 7.810 3.049 5.279 0.269
N 8.667 2.130 5.184 -0.504
H 7.177 2.873 7.896 0.358
H 6.429 4.139 8.867 0.328
H 5.452 3.245 7.687 0.293
H 7.769 5.150 7.041 0.299
H 6.058 5.546 6.876 0.311
H 7.014 4.947 4.673 0.338
H 5.788 3.757 5.145 0.215
C -8.313 -4.018 4.153 -0.982
C -9.657 -3.554 4.705 -0.425
C -10.612 -4.714 4.998 -0.390
C -10.895 -5.482 3.718 0.247
N -11.130 -6.119 2.655 -0.472
H -8.426 -4.532 3.193 0.339
H -7.655 -3.159 3.985 0.211
H -7.815 -4.698 4.853 0.296
H -10.118 -2.866 3.985 0.292
H -9.487 -2.989 5.627 0.319
H -11.554 -4.331 5.404 0.294
H -10.175 -5.394 5.738 0.279
C 10.117 0.333 -3.153 -0.785
C 11.438 1.095 -3.128 -0.445
C 12.494 0.426 -2.244 -0.427
C 11.992 0.354 -0.811 0.318
N 11.576 0.294 0.378 -0.489
H 9.657 0.288 -2.161 0.039
H 9.404 0.830 -3.818 0.338
H 10.262 -0.692 -3.513 0.312
H 11.252 2.117 -2.776 0.298
H 11.824 1.171 -4.150 0.309
H 13.425 1.002 -2.270 0.301
H 12.710 -0.586 -2.602 0.282
C -9.295 -4.088 -8.958 -1.136
C -8.945 -2.725 -9.545 -0.426
C -7.948 -1.945 -8.686 -0.309
C -8.540 -1.699 -7.308 0.263
N -9.030 -1.495 -6.165 -0.498
H -9.785 -3.995 -7.983 0.353
H -9.987 -4.620 -9.618 0.334
H -8.398 -4.705 -8.836 0.292
H -9.868 -2.143 -9.665 0.287
H -8.522 -2.867 -10.546 0.313
H -7.719 -0.983 -9.156 0.221
H -7.011 -2.503 -8.582 0.352
```

The value obtained for the max |F| is 10.3 eV/Å. Its total charge is 0. The value obtained for the energy is -2455.0157 hartree. The SMILES is CCCCCCCCCCCCCC1=C(I)C(=O)OC1=O.CCCC#N.CCCC#N.CCCC#N.CCCC#N.CCCC#N.CCCC#N. The calculation puts the HOMO energy at -9.51 eV. The value obtained for the frontier orbital gap is 0.2842 Eh.

(3)
Molecular formula: C15H19N3O3S
Method: DFT, the ωB97M-V functional and the def2-TZVPD basis

Geometry as XYZ:
```
41
Properties=species:S:1:pos:R:3:mulliken_charge:R:1
C -0.714 -0.843 3.920 -0.820
H -0.666 -0.532 4.963 0.271
H -1.337 -1.740 3.842 0.332
H 0.296 -1.067 3.561 0.265
O -1.278 0.245 3.233 -0.457
C -1.377 0.178 1.865 1.359
C -1.046 -0.961 1.140 -0.651
C -1.105 -0.986 -0.240 -0.795
C -1.504 0.140 -0.943 0.551
C -1.869 1.268 -0.228 -0.886
C -1.826 1.312 1.163 0.491
O -2.221 2.509 1.684 -0.475
C -2.363 2.697 3.073 -0.744
H -3.052 1.971 3.511 0.276
H -2.777 3.700 3.182 0.296
H -1.404 2.642 3.592 0.242
H -2.200 2.163 -0.732 0.408
C -1.393 0.160 -2.446 -1.642
N 0.017 0.352 -2.775 0.149
C 0.774 -0.752 -2.912 0.780
O 0.312 -1.852 -3.162 -0.662
C 2.279 -0.631 -2.614 -1.267
N 2.443 -1.185 -1.286 0.177
C 2.430 -0.398 -0.172 0.713
N 2.439 0.864 -0.217 -0.740
H 2.453 1.338 0.674 0.196
S 2.426 -1.464 1.268 -0.172
C 2.365 -2.878 0.245 -0.318
C 2.376 -2.536 -1.047 -0.602
H 2.322 -3.204 -1.887 0.379
H 2.336 -3.853 0.682 0.457
H 2.835 -1.250 -3.322 0.311
H 2.658 0.387 -2.609 0.590
C 0.555 1.680 -2.567 -0.963
H 1.120 1.751 -1.633 0.250
H -0.274 2.382 -2.529 0.378
H 1.198 1.956 -3.404 0.410
H -1.699 -0.797 -2.872 0.427
H -1.982 0.966 -2.887 0.511
H -0.825 -1.884 -0.771 0.507
H -0.721 -1.848 1.658 0.467
```

The value obtained for the max |F| is 1.1 eV/Å. Its total charge is 0. The value obtained for the energy is -1371.1301 hartree. The SMILES is [H]/N=c1\sccn1CC(=O)N(C)Cc1ccc(OC)c(OC)c1. The energy above the lowest of the compared OMol25 structures with the same formula, charge and spin is 3.208 eV. The calculation puts the HOMO energy at -7.76 eV. The value obtained for the frontier orbital gap is 0.3078 Eh.

(4)
Molecular formula: C5H8O
Method: DFT, the ωB97M-V functional and the def2-TZVPD basis

Geometry as XYZ:
```
14
Properties=species:S:1:pos:R:3:mulliken_charge:R:1
C 1.799 -0.404 -0.170 -0.146
C 0.441 -0.314 0.355 -0.282
C 2.844 0.422 -0.128 -0.694
C -0.500 -0.483 -0.584 -0.243
C -2.674 0.259 0.419 -0.796
O -1.913 -0.347 -0.663 -0.315
H 2.035 -1.415 -0.674 0.232
H 0.158 0.066 1.280 0.473
H 3.801 0.142 -0.679 0.207
H 2.722 1.351 0.315 0.328
H -0.116 -0.660 -1.608 0.287
H -2.243 1.152 0.775 0.355
H -2.720 -0.263 1.357 0.330
H -3.634 0.493 0.004 0.263
```

The value obtained for the max |F| is 3.2 eV/Å. Its total charge is 0. The value obtained for the energy is -270.4553 hartree. The SMILES is C=C/C=C/OC. The energy above the lowest of the compared OMol25 structures with the same formula, charge and spin is 2.791 eV. The calculation puts the HOMO energy at -8.62 eV. The value obtained for the frontier orbital gap is 0.3537 Eh.